C65H68GeN3O2SeV | the ωB97M-V functional and the def2-TZVPD basis

Last column: Löwdin spin population.
Positions of all 141 atoms, in Å:
V (0.62400, -0.06302, -0.63200)  2.100
C (-2.72533, 1.17519, 6.59155)  0.000
C (-3.09265, 1.48590, 5.13956)  0.000
C (-4.46250, 0.85248, 4.85134)  0.000
C (-3.21032, 3.01144, 4.99727)  0.000
C (-2.05583, 0.94743, 4.15234)  0.003
C (-2.22118, 1.15155, 2.78932)  0.000
C (-1.31465, 0.65602, 1.87026)  0.011
Se (-1.62924, 0.95776, -0.00300)  -0.006
C (-2.74089, -0.55576, -0.39015)  0.003
C (-4.11450, -0.45935, -0.32474)  -0.001
C (-4.92401, -1.55144, -0.64355)  0.002
C (-4.25858, -2.71760, -1.01396)  0.000
C (-2.87432, -2.86534, -1.07857)  0.001
C (-2.04301, -1.73743, -0.78864)  0.002
O (-0.76547, -1.73789, -0.87863)  0.009
C (-2.32727, -4.24057, -1.51721)  0.000
C (-0.81389, -4.41626, -1.31765)  0.000
C (-3.00544, -5.35708, -0.70544)  0.000
C (-2.63124, -4.44742, -3.00898)  0.000
C (-6.44654, -1.42851, -0.56958)  0.000
C (-6.86828, -1.03966, 0.85574)  0.000
C (-7.15064, -2.73653, -0.92985)  0.000
C (-6.93083, -0.34306, -1.54238)  0.000
C (-0.16162, -0.08345, 2.24434)  0.005
O (0.66678, -0.56370, 1.38195)  0.024
C (0.02261, -0.27128, 3.65244)  0.002
C (-0.91500, 0.23492, 4.54057)  0.000
C (1.26245, -1.03027, 4.13448)  0.000
C (2.53456, -0.30088, 3.66556)  0.001
C (1.25258, -2.46405, 3.57679)  0.000
C (1.32287, -1.13114, 5.66123)  0.000
H (-3.49590, 1.57264, 7.25891)  0.000
H (-1.76986, 1.62996, 6.86600)  0.000
H (-2.65297, 0.09740, 6.76060)  0.000
H (-5.22772, 1.25019, 5.52932)  0.000
H (-4.41195, -0.23186, 4.97878)  0.000
H (-4.77786, 1.04979, 3.82468)  0.000
H (-3.93885, 3.41316, 5.71113)  0.000
H (-3.53054, 3.28994, 3.99139)  0.000
H (-2.24322, 3.48458, 5.18038)  0.000
H (-3.07794, 1.70418, 2.41318)  0.000
H (-4.55019, 0.48848, -0.02053)  0.000
H (-4.85790, -3.58155, -1.27740)  0.000
H (-0.53013, -4.22709, -0.28079)  0.000
H (-0.23912, -3.73552, -1.94174)  0.000
H (-0.54155, -5.44722, -1.57878)  0.000
H (-2.81586, -5.21008, 0.36060)  0.000
H (-2.59705, -6.33047, -0.99770)  0.000
H (-4.08697, -5.39126, -0.85556)  0.000
H (-2.13477, -3.67279, -3.59957)  0.000
H (-3.70598, -4.39545, -3.20914)  0.000
H (-2.26216, -5.42398, -3.34455)  0.000
H (-6.53197, -1.79486, 1.57025)  0.000
H (-7.95860, -0.94864, 0.92747)  0.000
H (-6.42657, -0.08540, 1.15088)  0.000
H (-6.86190, -3.54124, -0.24892)  0.000
H (-6.91309, -3.04874, -1.95018)  0.000
H (-8.23521, -2.60476, -0.85996)  0.000
H (-6.46466, 0.61830, -1.31767)  0.000
H (-8.01893, -0.22015, -1.48079)  0.000
H (-6.66676, -0.60953, -2.56905)  0.000
H (-0.75106, 0.06984, 5.59729)  0.000
H (2.55176, -0.20927, 2.57943)  0.000
H (3.42529, -0.85526, 3.98495)  0.000
H (2.57707, 0.70265, 4.10125)  0.000
H (1.23796, -2.45118, 2.48860)  0.000
H (0.36824, -3.00140, 3.93558)  0.000
H (2.14712, -3.00542, 3.90816)  0.000
H (1.36062, -0.14334, 6.13087)  0.000
H (2.23025, -1.67304, 5.94359)  0.000
H (0.46520, -1.67672, 6.06743)  0.000
C (6.01689, -0.35082, 1.49873)  0.000
C (5.39519, 0.19413, 0.35299)  -0.002
N (4.41195, -0.38176, -0.28270)  -0.001
C (3.94417, -1.57076, 0.18383)  0.001
C (4.56877, -2.24586, 1.26715)  0.000
C (5.61760, -1.57482, 1.93522)  -0.001
C (4.14082, -3.54063, 1.63438)  0.000
C (3.12836, -4.13167, 0.93788)  0.000
C (2.46800, -3.45989, -0.10514)  0.000
C (2.81009, -2.17830, -0.47434)  0.003
N (2.07177, -1.42609, -1.37569)  -0.006
C (1.83215, -1.84299, -2.62649)  0.002
C (2.41718, -2.92828, -3.29210)  0.010
C (2.11438, -3.21340, -4.62763)  -0.002
C (1.23947, -2.45323, -5.36921)  0.011
C (0.62764, -1.33730, -4.75031)  0.000
C (-0.25081, -0.46160, -5.42466)  0.026
C (-0.76934, 0.62336, -4.77750)  -0.001
C (-0.43784, 0.83725, -3.43258)  0.034
N (0.35405, 0.02434, -2.76387)  0.005
C (0.90730, -1.04749, -3.39720)  0.007
H (6.80639, 0.20063, 1.99432)  0.000
H (5.73844, 1.14495, -0.04372)  0.000
H (6.08605, -2.04986, 2.79136)  0.000
H (4.62263, -4.04414, 2.46635)  0.000
H (2.79151, -5.12508, 1.21500)  0.000
H (1.62119, -3.92845, -0.59442)  0.000
H (3.12271, -3.55536, -2.76164)  0.001
H (2.59562, -4.06943, -5.08978)  0.000
H (1.01282, -2.68587, -6.40280)  0.001
H (-0.48613, -0.65639, -6.46589)  0.002
H (-1.42319, 1.32295, -5.28165)  -0.001
H (-0.82121, 1.69302, -2.89164)  0.003
C (1.49936, 1.61667, -0.23294)  -0.182
Ge (2.19577, 3.05538, -1.22273)  -0.039
C (1.14751, 4.74382, -1.35886)  -0.006
C (-0.17222, 4.76823, -0.90374)  -0.003
C (-0.93849, 5.92823, -0.97774)  0.000
C (-0.39270, 7.08960, -1.51238)  0.000
C (0.92176, 7.08401, -1.96896)  0.000
C (1.67993, 5.92108, -1.88932)  0.000
C (2.62059, 2.53848, -3.08065)  0.000
C (2.31004, 3.27394, -4.22321)  0.000
C (2.57687, 2.77210, -5.49542)  0.000
C (3.16253, 1.52085, -5.63811)  0.000
C (3.48473, 0.77597, -4.50692)  0.000
C (3.21485, 1.27991, -3.23920)  0.000
C (3.93691, 3.67183, -0.47878)  -0.005
C (5.08139, 3.84869, -1.26010)  -0.001
C (6.31018, 4.16520, -0.68432)  0.000
C (6.41753, 4.31192, 0.69307)  -0.001
C (5.28728, 4.14669, 1.48880)  0.000
C (4.06514, 3.83227, 0.90528)  -0.001
H (1.73444, 1.74515, 0.83576)  -0.007
H (-0.59797, 3.85949, -0.48467)  -0.003
H (-1.96131, 5.92390, -0.61677)  0.000
H (-0.98580, 7.99544, -1.57132)  0.000
H (1.35470, 7.98828, -2.38349)  0.000
H (2.70998, 5.93264, -2.23827)  0.000
H (1.83398, 4.24652, -4.12599)  0.000
H (2.31188, 3.35172, -6.37362)  0.000
H (3.35022, 1.11698, -6.62699)  0.000
H (3.91352, -0.21516, -4.61122)  0.000
H (3.42467, 0.67793, -2.35524)  0.000
H (5.01685, 3.71153, -2.33533)  0.000
H (7.18775, 4.28279, -1.31176)  0.000
H (7.37450, 4.54714, 1.14498)  0.000
H (5.36281, 4.24962, 2.56614)  0.000
H (3.19726, 3.67417, 1.53903)  0.000

Output
* HOMO level (spin up / spin down): -1.0 / -1.1 eV
* spin multiplicity: 3
* relative energy (zero: lowest compared OMol25 entry of this formula, charge and spin): 0.000 eV
* net charge: -2